Arrangement 1

# C4H10O2

A 2-piece molecular cluster, C4H10O2 overall (the ωB97M-V functional and the def2-TZVPD basis, the OMol25 dataset).

Its charge is 0. Its HOMO energy is -8.37 eV. The value obtained for the gap between HOMO and LUMO is 9.21 eV. As for the LUMO energy: 0.8 eV.

Each line ends with the Löwdin charge.
Cartesian coordinates (Å):
O: 2.062 -0.969 1.484  -0.083
O: 0.220 -0.113 -0.245  -0.264
C: 1.134 0.736 -0.910  -0.109
C: -2.049 -0.774 0.154  -0.070
C: 2.386 0.233 1.875  -0.021
C: -1.118 0.101 -0.660  -0.280
H: 1.175 -1.014 1.057  0.074
H: 1.141 0.540 -1.989  0.098
H: -1.794 -1.831 0.037  0.080
H: -3.081 -0.632 -0.183  0.079
H: -1.998 -0.515 1.216  0.080
H: -1.372 1.165 -0.526  0.124
H: 1.481 0.875 1.664  -0.005
H: 0.888 1.791 -0.726  0.101
H: -1.204 -0.128 -1.733  0.124
H: 2.131 0.535 -0.514  0.073

Arrangement 2

# C4H10O2

One molecule with the formula C4H10O2 (the ωB97M-V functional and the def2-TZVPD basis, the OMol25 dataset).

As for the SMILES: CO[C@@H](C)CO. Its charge is 0. Its HOMO energy is -10.00 eV. The value obtained for the gap between HOMO and LUMO is 11.04 eV. As for the LUMO energy: 1.0 eV.

Each line ends with the Löwdin charge.
Cartesian coordinates (Å):
O: 0.570 -0.731 -0.037  -0.257
O: 1.849 1.438 -0.281  -0.066
C: 0.331 -1.784 -0.964  -0.092
C: -1.402 0.098 0.916  -0.033
C: -0.313 0.484 -0.068  -0.316
C: 0.622 1.626 0.368  -0.228
H: 0.969 -1.650 -1.844  0.088
H: -0.652 0.647 -1.098  0.148
H: -0.904 -0.850 1.134  0.085
H: -2.401 -0.071 0.502  0.079
H: 0.726 1.620 1.468  0.122
H: 0.585 -2.766 -0.527  0.093
H: 1.935 0.468 -0.243  0.075
H: -1.442 0.685 1.843  0.082
H: -0.720 -1.839 -1.272  0.090
H: 0.247 2.626 0.103  0.130

Arrangement 3

# C4H10O2

C4H10O2 as an isolated structure (the ωB97M-V functional and the def2-TZVPD basis, the OMol25 dataset).

Its charge is 0. Its HOMO energy is -9.29 eV. The value obtained for the gap between HOMO and LUMO is 10.23 eV. As for the LUMO energy: 0.9 eV.

Each line ends with the Löwdin charge.
Cartesian coordinates (Å):
O: -1.565 -1.422 0.279  -0.141
O: -0.701 0.745 0.611  -0.209
C: -1.307 1.799 -0.166  -0.100
C: -0.210 -1.661 0.205  -0.324
C: 0.408 -0.360 -0.214  -0.163
C: 1.895 -0.204 0.078  -0.040
H: -1.465 -0.307 0.556  0.064
H: -1.451 1.482 -1.206  0.083
H: 1.971 0.746 0.600  0.083
H: 0.254 -2.084 1.125  0.126
H: 2.289 -0.999 0.737  0.086
H: 0.102 -0.098 -1.225  0.131
H: 0.206 -2.284 -0.626  0.138
H: 2.539 -0.156 -0.819  0.088
H: -2.302 2.115 0.211  0.097
H: -0.663 2.685 -0.148  0.080

Which is most stable? The ranking, best first, is arrangement 2, arrangement 3, arrangement 1.

Arrangement 1

# C4H10O2

A 2-piece molecular cluster, C4H10O2 overall (the ωB97M-V functional and the def2-TZVPD basis, the OMol25 dataset).

As for the SMILES: C=C(CO)CO.[H][H]. Its charge is 0. Its HOMO energy is -9.04 eV. The value obtained for the gap between HOMO and LUMO is 9.60 eV. As for the LUMO energy: 0.6 eV.

Each line ends with the Löwdin charge.
Cartesian coordinates (Å):
O: -1.655 -0.993 -0.960  -0.074
O: 0.404 0.457 -1.885  -0.079
C: 0.524 0.108 1.759  -0.008
C: 0.025 0.151 0.525  -0.394
C: 0.801 0.846 -0.571  -0.215
C: -1.400 -0.270 0.221  -0.236
H: 0.728 -1.820 -0.296  0.100
H: -1.771 -0.894 1.039  0.125
H: 0.582 1.908 -0.417  0.131
H: -1.957 0.679 0.244  0.129
H: 0.884 -1.588 0.400  0.084
H: 1.527 0.469 1.981  0.073
H: 0.628 1.178 -2.485  0.104
H: 1.882 0.687 -0.444  0.127
H: -0.026 -0.360 2.571  0.072
H: -1.177 -0.556 -1.681  0.061

Arrangement 2

# C4H10O2

A 2-piece molecular cluster, C4H10O2 overall (the ωB97M-V functional and the def2-TZVPD basis, the OMol25 dataset).

As for the SMILES: C=CO.CCO. Its charge is 0. Its HOMO energy is -8.57 eV. The value obtained for the gap between HOMO and LUMO is 9.20 eV. As for the LUMO energy: 0.6 eV.

Each line ends with the Löwdin charge.
Cartesian coordinates (Å):
O: -1.269 -1.211 0.812  -0.046
O: 1.271 -0.756 0.707  -0.146
C: 1.364 0.698 -1.226  -0.071
C: 2.070 -0.353 -0.360  -0.296
C: -2.971 0.211 0.347  0.010
C: -1.755 0.061 0.866  -0.293
H: 0.728 1.294 -0.559  0.080
H: 1.127 -0.107 1.473  0.146
H: 2.985 0.056 0.034  0.095
H: 0.754 0.204 -1.934  0.061
H: -1.273 0.727 1.579  0.108
H: -0.293 -1.114 0.941  0.032
H: -3.582 1.035 0.371  0.012
H: -3.394 -0.562 -0.294  0.066
H: 2.205 -1.460 -0.983  0.192
H: 2.032 1.279 -1.772  0.048

Arrangement 3

# C4H10O2

One molecule with the formula C4H10O2 (the ωB97M-V functional and the def2-TZVPD basis, the OMol25 dataset).

As for the SMILES: C[C@H](O)CCO. Its charge is 0. Its HOMO energy is -10.00 eV. The value obtained for the gap between HOMO and LUMO is 10.82 eV. As for the LUMO energy: 0.8 eV.

Each line ends with the Löwdin charge.
Cartesian coordinates (Å):
O: 0.192 0.823 1.999  -0.079
O: 0.846 -0.403 -2.504  -0.106
C: -0.093 -0.282 1.109  -0.393
C: 0.757 0.027 -0.145  -0.128
C: -1.618 -0.315 1.053  -0.062
C: -0.100 0.011 -1.450  -0.218
H: -0.473 1.100 -1.669  0.143
H: 0.202 -1.233 1.626  0.143
H: 1.243 1.016 -0.052  0.117
H: 1.462 -0.794 -0.054  0.116
H: -2.077 0.345 0.281  0.085
H: 1.583 0.186 -2.311  0.063
H: -2.032 0.246 1.906  0.082
H: -2.082 -1.279 1.102  0.068
H: 0.864 1.427 1.686  0.064
H: -0.953 -0.642 -1.595  0.106

Which is most stable? The ranking, best first, is arrangement 3, arrangement 2, arrangement 1.

Arrangement 1

# C4H10O2

A 2-piece molecular cluster, C4H10O2 overall (the ωB97M-V functional and the def2-TZVPD basis, the OMol25 dataset).

As for the SMILES: CO/C=C\CO.[H][H]. Its charge is 0. Its HOMO energy is -8.84 eV. The value obtained for the gap between HOMO and LUMO is 9.79 eV. As for the LUMO energy: 1.0 eV.

Each line ends with the Löwdin charge.
Cartesian coordinates (Å):
O: 0.660 0.546 -0.529  -0.166
O: -2.133 1.480 -0.069  -0.064
C: 2.071 0.559 -0.678  -0.078
C: -1.217 -0.773 -0.123  -0.116
C: 0.002 -0.639 -0.645  -0.261
C: -1.822 0.335 0.702  -0.269
H: 2.391 -0.045 -1.537  0.093
H: 2.567 0.195 0.229  0.077
H: -1.128 0.601 1.522  0.116
H: 0.391 -1.267 1.257  0.066
H: 0.565 -1.459 -1.096  0.130
H: -2.754 0.012 1.175  0.116
H: 1.115 -1.166 1.439  0.082
H: -1.305 1.719 -0.506  0.073
H: -1.753 -1.700 -0.291  0.107
H: 2.351 1.601 -0.850  0.094

Arrangement 2

# C4H10O2

C4H10O2 as an isolated structure (the ωB97M-V functional and the def2-TZVPD basis, the OMol25 dataset).

Its charge is 0. Its HOMO energy is -8.96 eV. The value obtained for the gap between HOMO and LUMO is 9.69 eV. As for the LUMO energy: 0.7 eV.

Each line ends with the Löwdin charge.
Cartesian coordinates (Å):
O: 0.847 1.308 1.098  -0.033
O: -0.867 1.701 -0.781  -0.004
C: -0.467 0.403 -0.735  -0.280
C: 1.969 -0.517 -0.118  -0.033
C: 0.648 0.140 0.293  -0.398
C: -1.894 -0.711 -0.086  -0.042
H: 2.699 0.134 -0.626  0.085
H: 0.629 1.074 2.008  0.108
H: -0.517 2.112 0.036  0.098
H: 2.476 -0.928 0.765  0.076
H: -1.774 -1.745 0.360  0.060
H: 1.758 -1.361 -0.782  0.078
H: -0.295 -0.024 -1.721  0.128
H: -0.190 -0.521 0.622  0.087
H: -2.481 -0.876 -0.983  0.023
H: -2.540 -0.191 0.649  0.047

Arrangement 3

# C4H10O2

One molecule with the formula C4H10O2 (the ωB97M-V functional and the def2-TZVPD basis, the OMol25 dataset).

As for the SMILES: COC[C@@H](C)O. Its charge is 0. Its HOMO energy is -9.74 eV. The value obtained for the gap between HOMO and LUMO is 10.72 eV. As for the LUMO energy: 1.0 eV.

Each line ends with the Löwdin charge.
Cartesian coordinates (Å):
O: -1.123 -0.937 1.225  -0.029
O: 1.144 -1.000 -0.353  -0.190
C: 2.411 -0.397 -0.367  -0.106
C: 0.066 -0.171 -0.717  -0.198
C: -0.788 0.219 0.484  -0.442
C: -2.080 0.871 0.022  -0.050
H: -0.312 -1.466 1.277  0.090
H: -2.706 1.110 0.885  0.082
H: -1.891 1.792 -0.542  0.084
H: 3.118 -1.173 -0.671  0.089
H: -0.227 0.923 1.126  0.146
H: 0.438 0.728 -1.230  0.126
H: 2.457 0.444 -1.076  0.087
H: -2.639 0.179 -0.619  0.086
H: 2.683 -0.027 0.628  0.089
H: -0.542 -0.764 -1.409  0.136

Arrangement 4

# C4H10O2

One molecule with the formula C4H10O2 (the ωB97M-V functional and the def2-TZVPD basis, the OMol25 dataset).

As for the SMILES: CC[C@@H](O)CO. Its charge is 0. Its HOMO energy is -9.48 eV. The value obtained for the gap between HOMO and LUMO is 10.40 eV. As for the LUMO energy: 0.9 eV.

Each line ends with the Löwdin charge.
Cartesian coordinates (Å):
O: 0.554 -0.787 -0.929  -0.119
O: 2.705 0.507 -0.819  -0.089
C: -2.081 -0.512 -0.523  -0.113
C: 0.335 -0.287 0.381  -0.280
C: 1.700 0.707 0.209  -0.141
C: -1.139 0.280 0.416  -0.198
H: -2.247 -1.543 -0.185  0.074
H: 1.248 1.677 0.034  0.102
H: 0.287 -1.171 1.075  0.141
H: -1.591 0.266 1.425  0.105
H: -3.067 -0.033 -0.599  0.071
H: -1.654 -0.562 -1.525  0.063
H: 2.319 0.615 1.087  0.100
H: 1.366 -1.295 -0.836  0.092
H: 2.424 0.819 -1.696  0.095
H: -1.149 1.328 0.105  0.096

Which is most stable? The ranking, best first, is arrangement 3, arrangement 4, arrangement 1, arrangement 2.

Arrangement 1

# C4H10O2

A 2-piece molecular cluster, C4H10O2 overall (the ωB97M-V functional and the def2-TZVPD basis, the OMol25 dataset).

As for the SMILES: OC1CC1.CO. Its charge is 0. Its HOMO energy is -9.94 eV. The value obtained for the gap between HOMO and LUMO is 10.89 eV. As for the LUMO energy: 0.9 eV.

Each line ends with the Löwdin charge.
Cartesian coordinates (Å):
O: 0.444 2.134 2.259  -0.012
O: -0.300 -1.760 -1.282  -0.139
C: -0.817 -1.161 -2.446  -0.167
C: -0.358 0.206 0.882  -0.109
C: 0.562 0.789 1.905  -0.396
C: 1.094 0.512 0.544  -0.110
H: 0.382 -1.168 -0.939  0.030
H: -0.179 -1.349 -3.315  0.075
H: -0.946 -0.079 -2.332  0.077
H: 1.828 -0.284 0.440  0.105
H: 1.271 1.382 -0.081  0.112
H: -1.091 0.879 0.447  0.112
H: -0.690 -0.824 0.981  0.100
H: -0.300 2.199 2.871  0.098
H: 0.900 0.124 2.702  0.144
H: -1.800 -1.601 -2.636  0.080

Arrangement 2

# C4H10O2

A 2-piece molecular cluster, C4H10O2 overall (the ωB97M-V functional and the def2-TZVPD basis, the OMol25 dataset).

As for the SMILES: C=CO.CCO. Its charge is 0. Its HOMO energy is -8.55 eV. The value obtained for the gap between HOMO and LUMO is 9.33 eV. As for the LUMO energy: 0.8 eV.

Each line ends with the Löwdin charge.
Cartesian coordinates (Å):
O: 0.235 0.040 -1.235  -0.123
O: 0.095 1.217 1.480  -0.040
C: 0.844 0.134 1.734  -0.331
C: 2.139 -0.060 1.528  -0.010
C: -2.155 -0.343 -1.329  -0.124
C: -0.820 -0.849 -1.750  -0.281
H: 1.153 -0.250 -1.298  0.082
H: -2.218 -0.038 -0.296  0.052
H: 0.254 -0.694 2.228  0.122
H: -0.103 1.262 0.490  0.115
H: 2.839 0.685 1.862  0.055
H: -0.624 -1.823 -1.288  0.106
H: 2.464 -1.045 1.241  0.047
H: -0.746 -1.042 -2.886  0.131
H: -3.052 -1.031 -1.361  0.091
H: -2.650 0.623 -1.759  0.107

Arrangement 3

# C4H10O2

A 2-piece molecular cluster, C4H10O2 overall (the ωB97M-V functional and the def2-TZVPD basis, the OMol25 dataset).

As for the SMILES: O=CO.CCC. Its charge is 0. Its HOMO energy is -11.10 eV. The value obtained for the gap between HOMO and LUMO is 11.85 eV. As for the LUMO energy: 0.7 eV.

Each line ends with the Löwdin charge.
Cartesian coordinates (Å):
O: -2.874 -0.199 -0.534  0.020
O: -2.663 1.678 0.700  0.087
C: 0.878 -0.625 -0.205  -0.350
C: 0.719 0.479 -1.191  -0.175
C: -2.536 0.487 0.622  -0.365
C: 1.673 -0.250 1.111  -0.116
H: 2.723 -0.076 0.842  0.068
H: -2.208 -0.757 -0.911  0.068
H: -0.242 1.088 -1.225  0.067
H: 1.370 0.687 1.602  0.066
H: -2.196 -0.313 1.389  0.157
H: 0.862 0.051 -2.227  0.071
H: 1.525 -1.397 -0.670  0.095
H: 1.584 1.396 -1.085  0.140
H: -0.140 -1.179 -0.037  0.105
H: 1.525 -1.071 1.821  0.062

Which is most stable? The ranking, best first, is arrangement 3, arrangement 1, arrangement 2.